C29H46BrN3P2PdS | the ωB97M-V functional and the def2-TZVPD basis

Results
Gap between HOMO and LUMO (spin up / spin down) in eV: 7.94 / 5.43
Spin multiplicity: 5
Net charge: +4
HOMO energy (spin up / spin down) in eV: -18.17 / -18.81

Atoms and positions in Å:
C1 -0.8543 6.9954 -4.4257
C2 -1.0017 5.6529 -4.8516
C3 -1.3329 5.5388 -6.2186
C4 -1.3963 6.6444 -7.0726
N1 -1.1502 7.8711 -6.6111
C5 -0.9311 8.0848 -5.3189
C6 -0.8947 4.3989 -4.0149
C7 -0.8672 3.4851 -3.1819
C8 -1.1358 2.7668 -1.9829
C9 -0.0522 2.5138 -1.1159
C10 -0.3209 2.0680 0.2180
C11 -1.6384 1.6463 0.6207
C12 -2.6906 2.1271 -0.1346
C13 -2.4655 2.5303 -1.4873
Pd1 -0.2007 -0.5515 -0.5590
P1 1.9421 -1.2393 0.5141
H1 -1.4480 4.5594 -6.6254
H2 -0.5879 7.2191 -3.4275
H3 -1.6201 6.5004 -8.1843
H4 -0.7769 9.1365 -5.0069
H5 -3.3524 2.5995 -2.1115
H6 0.9008 2.6171 -1.6575
H7 -3.6718 2.0992 0.2705
H8 0.5167 2.1907 0.9073
C14 1.9880 -2.8442 1.4456
C15 2.9845 -3.9280 1.0122
H9 0.9941 -3.2621 1.3741
H10 2.1096 -2.5349 2.4703
H11 3.0977 -4.6521 1.8273
H12 2.5717 -4.4876 0.1615
H13 3.9902 -3.5776 0.7280
C16 2.5369 -1.4846 -1.2435
C17 3.4500 -0.4112 -1.8581
H14 1.5762 -1.4421 -1.8436
H15 2.9287 -2.5263 -1.2996
H16 3.5124 -0.6499 -2.9324
H17 2.9820 0.5830 -1.7483
H18 4.4781 -0.3861 -1.4430
C18 3.3283 -0.3243 1.3078
C19 4.7590 -0.8636 1.2899
H19 3.0017 -0.1853 2.3385
H20 3.3058 0.6690 0.8524
H21 5.4559 -0.0473 1.5289
H22 4.9360 -1.6339 2.0470
H23 5.1143 -1.2790 0.3526
Br1 -2.4988 0.7591 2.1752
P2 -1.7533 -2.6312 -0.7451
C20 -0.1938 -3.3898 -1.2620
C21 -0.2012 -4.8400 -1.6954
H24 0.4309 -3.2581 -0.3419
H25 0.2179 -2.7325 -2.0632
H26 0.8166 -5.1861 -1.8740
H27 -0.6432 -5.4575 -0.9188
H28 -0.7661 -4.9776 -2.6121
C22 -2.3857 -2.3845 0.8746
C23 -3.8492 -2.7905 1.1053
H29 -2.3714 -1.2987 0.9734
H30 -1.6858 -2.8000 1.5892
H31 -4.1125 -2.7108 2.1714
H32 -4.4820 -2.0641 0.5712
H33 -4.1076 -3.7861 0.7250
C24 -2.2524 -1.2588 -1.7899
C25 -2.5296 -1.7266 -3.2419
H34 -1.3640 -0.4760 -1.7762
H35 -3.1378 -0.7607 -1.3466
H36 -2.7901 -0.8469 -3.8636
H37 -1.6539 -2.2411 -3.6932
H38 -3.3869 -2.4232 -3.2066
S1 0.6734 0.5270 2.6503
C26 0.3775 -0.0411 4.2018
N2 -0.8953 -0.2285 4.6540
C27 -1.2926 -0.0085 6.0346
C28 -0.0458 0.2035 6.8963
C29 1.0130 -0.7899 6.4579
N3 1.3335 -0.4440 5.0633
H39 -1.6037 -0.2097 3.8977
H40 -1.8119 -0.9292 6.3434
H41 -1.9812 0.8335 6.1116
H42 -0.3152 0.0577 7.9401
H43 0.3493 1.2195 6.7963
H44 0.6318 -1.8179 6.5281
H45 1.9182 -0.7022 7.0589
H46 2.2772 -0.5752 4.7004

---

C50H44F4N3O | the ωB97M-V functional and the def2-TZVPD basis

Results
Gap between HOMO and LUMO in eV: 2.30
Spin multiplicity: 1
Net charge: +1
HOMO energy in eV: -8.27

Atoms and positions in Å:
F1 -3.8013 6.8627 2.2306
C1 -3.7340 5.4880 2.3293
C2 -4.9295 4.7680 2.2954
C3 -4.8254 3.3773 2.4018
F2 -5.9838 2.6291 2.3668
C4 -3.6158 2.7157 2.5157
C5 -2.4058 3.4721 2.5359
C6 -1.1577 2.7920 2.6974
C7 0.1006 3.3642 2.5063
C8 1.3074 2.7444 2.8346
C9 2.4974 3.5332 3.0173
C10 3.4533 3.2132 4.0267
C11 4.5856 4.0021 4.1626
F3 5.4689 3.7153 5.1835
C12 4.8459 5.1213 3.3700
C13 3.8813 5.4328 2.4109
F4 4.0768 6.5563 1.6349
C14 2.7165 4.7008 2.2327
C15 -2.4850 4.8912 2.4397
H1 -5.8906 5.2616 2.1801
H2 -3.5709 1.6324 2.6206
H3 -1.2055 1.7308 2.9341
H4 0.1339 4.3733 2.0971
H5 1.3206 1.6970 3.1389
H6 3.2826 2.3506 4.6670
H7 5.7107 5.7611 3.5370
H8 2.0081 4.9780 1.4516
H9 -1.5841 5.5000 2.5007
C16 -1.1084 -5.5396 3.2162
C17 -1.0166 -4.4517 2.1780
C18 -1.4953 -4.6616 0.8855
C19 -1.4281 -3.6631 -0.0976
C20 -1.9437 -3.9898 -1.4712
C21 -0.8846 -2.4144 0.2514
N1 -0.7118 -1.3980 -0.7474
C22 -1.7074 -0.8453 -1.5613
C23 -3.1227 -1.1153 -1.4247
C24 -3.8716 -1.1314 -2.6202
C25 -5.1734 -1.6300 -2.5972
C26 -5.7474 -2.0129 -1.3738
C27 -5.0546 -1.8393 -0.1649
C28 -3.7476 -1.3716 -0.1838
N2 -1.1903 -0.0107 -2.4315
N3 0.1701 0.0409 -2.1442
C29 0.9807 1.0392 -2.7771
C30 0.5350 2.3758 -2.7156
C31 -0.6997 2.7576 -1.9728
C32 1.3147 3.3577 -3.3258
C33 2.5092 3.0588 -3.9867
C34 3.3244 4.1513 -4.6262
C35 2.9197 1.7256 -4.0376
C36 2.1631 0.7027 -3.4713
C37 2.5781 -0.7198 -3.6417
C38 0.4728 -0.8784 -1.2082
C39 1.7124 -0.8855 -0.4131
O1 2.0343 0.1573 0.2248
C40 2.4625 -2.1335 -0.2993
C41 3.6590 -2.0746 0.5842
C42 1.9714 -3.3910 -0.8072
C43 1.3404 -3.5283 -2.0715
C44 0.9780 -4.7853 -2.5604
C45 1.1549 -5.9164 -1.7626
C46 1.7390 -5.8133 -0.5010
C47 2.1828 -4.5763 -0.0436
C48 -0.4628 -2.1533 1.5617
C49 -0.0344 -0.8039 2.0556
C50 -0.4695 -3.2062 2.4865
H10 -0.6841 -5.1978 4.1706
H11 -2.1555 -5.8345 3.3922
H12 -0.5623 -6.4414 2.8973
H13 -1.9366 -5.6275 0.6198
H14 -1.4958 -3.3495 -2.2403
H15 -1.7044 -5.0289 -1.7254
H16 -3.0353 -3.8732 -1.5163
H17 -3.3924 -0.8036 -3.5406
H18 -5.7335 -1.7106 -3.5326
H19 -6.7583 -2.4319 -1.3600
H20 -5.5380 -2.0687 0.7897
H21 -3.1881 -1.2129 0.7426
H22 -0.9266 3.8063 -2.1952
H23 -1.5472 2.1364 -2.2842
H24 -0.5700 2.6621 -0.8847
H25 0.9791 4.3926 -3.2642
H26 4.2873 3.7662 -4.9817
H27 2.8086 4.6010 -5.4860
H28 3.5237 4.9645 -3.9153
H29 3.8507 1.4699 -4.5394
H30 3.4489 -0.7667 -4.3092
H31 2.8719 -1.1728 -2.6874
H32 1.7800 -1.3202 -4.0909
H33 4.2348 -3.0050 0.5133
H34 4.2876 -1.2298 0.2784
H35 3.3674 -1.8945 1.6305
H36 1.1988 -2.6382 -2.6834
H37 0.5524 -4.8520 -3.5658
H38 0.8315 -6.8922 -2.1413
H39 1.8651 -6.6884 0.1375
H40 2.6637 -4.4754 0.9305
H41 -0.4169 -0.6424 3.0735
H42 1.0586 -0.7197 2.1298
H43 -0.4138 0.0063 1.4229
H44 -0.0837 -3.0185 3.4914

---

C4H12N2 | the ωB97M-V functional and the def2-TZVPD basis

Results
Gap between HOMO and LUMO in eV: 9.78
Spin multiplicity: 1
Net charge: 0
HOMO energy in eV: -8.79

Atoms and positions in Å:
C1 -1.3939 -1.5568 -2.0396
N1 -0.0310 -1.5602 -1.5166
C2 1.0127 -2.0338 -2.4174
H1 -1.6743 -2.3335 -2.7584
H2 -2.0779 -1.7965 -1.2184
H3 -1.6157 -0.5418 -2.3561
H4 0.0200 -2.1106 -0.6702
H5 1.9802 -1.7046 -2.0411
H6 0.8491 -1.6668 -3.4258
H7 1.0991 -3.1274 -2.4573
C3 0.4428 1.6961 3.2816
C4 0.1941 1.9489 1.0112
N2 -0.3211 2.1760 2.1414
H8 1.3490 1.1527 2.9912
H9 -0.1523 1.0319 3.9022
H10 0.8719 2.5108 3.8705
H11 -0.3315 2.2507 0.1119
H12 1.1537 1.4292 0.9256

---

Listing ΔE to the lowest compared entry with this formula, charge and spin for the structures above in their given order: 140.9, 115.7, 183.6 kJ/mol.
Listing DFT total energy for the structures above in their given order: -5077.94055, -2570.37130, -269.04643 Eh.